Computed, not measured: a structure of composition C37H99CdN6O16 at a distorted geometry, with the ωB97M-V functional and the def2-TZVPD basis.

XYZ file:
```
159
Properties=species:S:1:pos:R:3:forces:R:3:mulliken_charge:R:1
Cd 5.42890 -0.86476 -3.90825 -1.1 1.6 -0.1 0.87
C 1.05180 -0.97553 -2.76992 0.8 -0.3 -0.9 -0.55
O 1.88059 -0.67671 -3.86695 0.3 -0.2 0.5 -0.46
H 0.53159 -1.93176 -2.82569 0.3 -0.4 -0.2 0.24
H 1.67033 -0.95029 -1.87277 -0.2 0.1 0.5 0.20
H 0.23361 -0.26322 -2.66366 0.1 0.7 0.0 0.25
C -4.58097 3.94287 -12.88793 0.1 -0.8 1.2 -0.71
O -4.24106 3.06319 -11.76960 0.5 -0.1 -1.1 -0.31
C -4.61070 1.69653 -12.03815 -1.7 1.2 -0.1 -0.58
C -4.18601 0.73878 -10.96739 1.4 -2.0 0.0 -0.47
N -4.64694 -0.67380 -11.22870 -0.8 0.9 1.9 -0.41
C -4.23659 -1.65279 -10.14746 -0.4 0.2 -0.7 -0.58
C -4.89465 -1.49787 -8.73787 0.5 -0.5 -1.3 -0.46
O -4.94456 -2.74906 -8.00432 -1.6 1.2 -1.0 -0.38
C -3.74789 -3.38895 -7.67234 0.1 0.8 -0.4 -0.64
H -4.21502 4.94203 -12.65160 0.0 -0.2 0.1 0.24
H -5.66494 3.96763 -12.99971 -0.1 0.1 -0.1 0.30
H -4.13899 3.60839 -13.82648 0.1 -0.1 0.0 0.30
H -4.39128 1.38637 -13.05980 0.9 -0.1 -0.1 0.33
H -5.70018 1.71683 -12.06481 -0.5 -0.3 0.2 0.34
H -4.43589 1.05942 -9.95603 -0.5 0.1 -0.2 0.32
H -3.10639 0.58972 -10.94998 0.5 0.9 0.0 0.31
H -4.31085 -0.94820 -12.14076 0.2 -0.3 0.2 0.25
H -3.15922 -1.69273 -9.98688 0.4 0.0 -0.3 0.32
H -4.59525 -2.60839 -10.52992 0.3 -0.2 0.1 0.42
H -5.89575 -1.15404 -8.99801 -0.3 -0.3 0.8 0.34
H -4.36712 -0.72470 -8.17928 0.0 0.0 0.3 0.29
H -4.02406 -4.26407 -7.08412 0.2 0.1 0.0 0.22
H -3.14662 -2.66356 -7.12428 0.5 -0.3 0.4 0.29
H -3.19881 -3.67563 -8.56923 0.2 -0.3 0.0 0.29
C 0.08996 -0.54054 5.22159 0.2 0.1 -0.3 -0.79
O -0.99258 -0.32057 6.06311 -1.2 -0.3 0.4 -0.27
C -0.60899 0.43153 7.17587 0.3 1.1 0.6 -0.71
C -1.69824 0.54415 8.19774 -0.3 -0.8 0.4 -0.45
N -2.06215 -0.75601 8.73577 -1.0 0.2 -0.1 -0.44
C -3.27790 -0.59151 9.58191 0.1 -0.6 -0.2 -0.73
C -4.57765 -0.33025 8.83166 -0.6 -0.1 0.5 -0.58
O -4.94421 -1.51996 8.16585 -0.8 0.0 -1.3 -0.29
C -6.13062 -1.38132 7.36222 0.1 0.2 0.1 -0.83
H 0.67375 0.37976 5.20290 0.6 -0.1 -0.1 0.36
H -0.24000 -0.70420 4.19571 -0.2 -0.3 0.1 0.21
H 0.63132 -1.40475 5.60650 0.6 0.1 -0.3 0.30
H -0.38945 1.44345 6.83540 0.2 0.4 -0.1 0.43
H 0.29334 0.08500 7.67967 0.2 -0.6 -0.2 0.40
H -2.59400 0.94245 7.72121 0.1 0.9 0.1 0.23
H -1.37524 1.03947 9.11340 0.1 1.1 -0.6 0.35
H -2.38418 -1.21952 7.89818 -0.1 -1.0 0.0 0.28
H -3.17818 0.20857 10.31541 0.5 0.1 0.0 0.40
H -3.34865 -1.53253 10.12743 -0.4 0.1 0.1 0.32
H -4.55580 0.57603 8.22644 0.5 -0.2 -1.0 0.38
H -5.41725 -0.03986 9.46319 0.0 -0.3 0.9 0.52
H -6.33464 -2.26215 6.75344 0.7 -0.1 0.1 0.25
H -6.08362 -0.50990 6.70914 0.4 0.1 -0.2 0.33
H -7.05686 -1.23890 7.91890 0.1 0.0 0.7 0.33
C 3.88307 -4.48574 3.20073 -0.1 -1.5 1.4 -0.75
O 4.90148 -3.96951 4.02294 0.3 2.6 -1.0 -0.24
C 5.45676 -4.82817 4.97431 -0.9 -0.8 0.0 -0.70
C 6.38349 -4.11438 5.93024 -0.2 0.3 -1.0 -0.54
N 5.68367 -3.11151 6.70471 1.6 0.2 0.7 -0.45
C 6.74662 -2.32749 7.41968 -3.6 1.2 0.0 -0.59
C 6.10865 -0.94348 7.72313 1.8 0.4 -0.2 -0.58
O 5.65661 -0.27312 6.55845 -1.3 0.1 -0.3 -0.34
C 6.57938 0.30615 5.66753 0.2 -0.7 0.0 -0.69
H 4.27666 -5.40806 2.77352 -0.1 0.0 -0.9 0.31
H 3.39303 -3.80325 2.50634 1.0 0.3 -0.1 0.24
H 3.05421 -4.83430 3.81684 -0.3 -0.1 0.4 0.29
H 5.95841 -5.64550 4.45623 0.2 -0.3 0.1 0.43
H 4.58110 -5.21624 5.49461 0.2 -0.5 0.6 0.36
H 7.13286 -3.56548 5.35992 0.5 -0.3 -0.6 0.33
H 6.93884 -4.82370 6.54389 -0.3 -0.1 0.2 0.38
H 5.29767 -2.47019 6.02662 -0.4 0.2 -0.1 0.32
H 7.57999 -1.98932 6.80386 0.6 -1.1 -0.1 0.30
H 6.94125 -2.83841 8.36264 0.7 0.1 -0.2 0.39
H 6.98370 -0.38034 8.04757 -0.1 0.4 0.8 0.38
H 5.31322 -0.89406 8.46674 0.0 -0.3 -0.2 0.34
H 7.23007 1.04777 6.13089 0.0 0.1 0.2 0.31
H 6.04353 0.77094 4.83992 -0.3 0.1 0.3 0.22
H 7.18822 -0.47489 5.21212 0.4 0.0 -0.1 0.29
C 5.96787 -0.01470 -0.87295 0.2 0.6 0.7 -0.63
O 5.86710 0.71207 -2.06791 -0.3 0.7 -0.1 -0.17
C 5.98574 2.12894 -1.87903 0.1 1.0 -2.9 -0.76
C 5.55501 2.68077 -3.32338 0.2 0.6 2.1 -0.77
N 6.18937 1.92545 -4.37089 -0.7 -1.0 -0.6 -0.20
C 5.61447 2.14816 -5.72168 0.2 0.1 0.6 -0.86
C 6.09518 1.03254 -6.66135 -0.5 1.9 0.6 -0.51
O 5.81608 -0.23999 -6.09529 0.8 -0.5 -1.0 -0.25
C 6.37193 -1.25074 -6.98803 0.1 -0.5 0.8 -0.71
H 5.22791 0.40923 -0.19409 -0.2 -0.7 0.3 0.32
H 6.95398 0.17843 -0.45059 0.1 -0.4 0.2 0.33
H 5.82024 -1.06205 -1.13633 -0.1 -0.1 0.5 0.16
H 6.98856 2.43930 -1.58556 0.5 -0.5 -0.3 0.41
H 5.37645 2.66061 -1.14813 -0.8 -1.0 0.3 0.44
H 5.82066 3.72604 -3.48130 0.0 0.3 0.6 0.44
H 4.46594 2.68017 -3.27848 -0.1 -0.6 -0.7 0.42
H 7.12759 2.29907 -4.38664 0.4 -0.4 -0.2 0.20
H 5.95910 3.13302 -6.03693 0.0 -0.1 -0.7 0.42
H 4.52942 2.23756 -5.66894 -0.1 -0.4 0.2 0.41
H 7.15843 1.22881 -6.79951 0.3 -0.7 -0.1 0.40
H 5.59315 1.12385 -7.62453 0.0 -0.1 -0.1 0.46
H 7.44585 -1.13279 -7.13251 0.0 0.5 0.0 0.36
H 5.87381 -1.24909 -7.95755 -0.2 -0.1 0.2 0.30
H 6.27819 -2.18590 -6.43594 -0.4 -0.2 -0.4 0.24
C 0.58111 9.40652 -0.03372 0.2 -0.2 0.1 -0.75
O 0.44926 8.13956 0.62423 -0.9 0.1 0.2 -0.31
C -0.58578 7.35161 -0.00128 0.1 -0.7 -1.5 -0.76
C -0.93337 5.95501 0.60817 1.3 1.8 0.6 -0.61
N -1.92157 6.05378 1.64515 0.3 0.3 1.5 -0.38
C -1.39173 6.58884 2.94969 -0.9 0.6 -0.4 -0.56
C -2.53754 6.90174 3.91089 0.5 -0.1 0.6 -0.41
O -1.90456 7.38787 5.11354 -1.3 -0.6 -0.4 -0.30
C -2.74891 7.24871 6.25379 1.4 1.0 0.6 -0.78
H -0.29174 10.05222 0.06267 -0.4 -0.3 -0.1 0.31
H 0.83024 9.25841 -1.08448 -0.2 0.0 -0.3 0.31
H 1.39510 10.00568 0.37437 0.2 -0.5 0.4 0.26
H -0.23513 7.14945 -1.01334 0.4 -0.2 -0.4 0.50
H -1.50129 7.89770 -0.22869 -0.2 0.4 0.8 0.38
H 0.01407 5.59869 1.01254 0.4 -0.4 0.0 0.31
H -1.28302 5.19636 -0.09204 0.1 0.6 -0.5 0.48
H -2.20232 5.09291 1.77934 -0.5 0.0 0.6 0.24
H -0.88167 7.54844 2.86542 -0.1 0.1 -0.9 0.30
H -0.61255 6.01515 3.45156 -0.2 -0.8 0.0 0.24
H -3.17549 6.04361 4.12240 0.2 -0.5 0.2 0.33
H -3.24265 7.63685 3.52290 0.2 0.3 -0.3 0.30
H -2.89204 6.21617 6.57233 -0.3 -0.1 -0.4 0.31
H -3.65403 7.85603 6.24975 -0.4 -0.3 -0.6 0.30
H -2.16535 7.73565 7.03510 0.1 -0.2 0.3 0.28
C -1.43482 -5.69500 5.10839 -0.1 -1.0 0.1 -0.75
O -2.56515 -6.09310 4.30187 1.3 0.3 0.9 -0.34
C -3.68341 -5.21639 4.41532 0.7 -0.3 -0.7 -0.49
C -3.46453 -3.93266 3.58398 -2.1 0.2 0.9 -0.62
N -4.09510 -3.85314 2.28337 1.9 -0.2 -0.6 -0.31
C -3.51611 -4.78491 1.32437 -1.3 -0.4 -0.3 -0.41
C -4.39238 -4.67741 0.10588 1.5 0.9 -0.1 -0.74
O -5.65460 -5.16855 0.38594 -0.5 -0.3 -0.4 -0.29
C -6.38994 -5.43581 -0.79206 -0.5 -0.2 0.4 -0.79
H -0.89819 -4.78997 4.82372 -0.5 0.4 -0.2 0.25
H -0.66012 -6.46164 5.09366 -0.2 -0.4 -0.6 0.30
H -1.68125 -5.69435 6.17018 -0.4 0.6 0.1 0.33
H -3.91481 -4.94981 5.44657 0.3 -0.1 0.3 0.32
H -4.50527 -5.84012 4.06376 -0.2 0.4 -0.3 0.34
H -2.39925 -3.70556 3.54304 -0.1 0.1 -0.2 0.27
H -3.98235 -3.16153 4.15437 0.4 0.4 0.2 0.38
H -5.10320 -3.88693 2.23147 0.0 -0.2 0.6 0.30
H -3.57179 -5.81963 1.66250 0.4 -0.2 0.2 0.27
H -2.50495 -4.52382 1.01214 0.2 0.1 0.4 0.30
H -3.93235 -5.10623 -0.78439 -0.1 -0.5 -0.1 0.48
H -4.35475 -3.59719 -0.03488 -0.7 0.4 -0.6 0.32
H -6.65727 -4.53141 -1.33858 0.1 0.2 0.0 0.31
H -7.30548 -5.92910 -0.46562 0.0 0.0 -0.1 0.24
H -5.85221 -6.10100 -1.46769 0.2 -0.1 0.0 0.32
O 1.59920 -4.12014 -6.98402 0.1 0.0 -0.2 -0.62
H 2.02791 -4.65195 -6.31348 0.0 -0.2 0.1 0.31
H 1.39712 -3.29499 -6.54296 -0.1 0.3 0.1 0.31
O -2.54624 2.74870 -6.03030 0.2 -0.2 -0.2 -0.61
H -2.14934 2.65004 -5.16487 0.1 0.0 0.2 0.30
H -3.26003 3.37244 -5.89727 -0.2 0.2 -0.1 0.31
O 0.84442 0.55472 -8.01283 0.2 -0.1 -0.2 -0.63
H 1.30497 0.43260 -7.18264 0.1 -0.1 0.3 0.30
H 0.00214 0.93672 -7.76609 -0.3 0.1 0.0 0.33
```
Positions in Å, forces in eV/Å.

## Properties
* total charge: +1
* LUMO level: -6.71 eV
* total energy: -86216.1609 eV
* energy above the lowest of the compared OMol25 structures with the same formula, charge and spin: 184.27 kcal per mole
* HOMO level: -9.389 eV